[1]
Density functional theory data (ωB97M-V with the def2-TZVPD basis set) for a structure of composition C15H33AlFNO8PS3 in a non-equilibrium geometry.

Structure (ORCA input):
```
! wB97M-V def2-TZVPD RIJCOSX def2/J DEFGRID3
* xyz -1 1
C 0.43206 0.21736 -0.23094
C -0.10568 -0.69549 -1.32089
C 0.35868 -2.16230 -1.17389
C 1.85461 -2.31866 -0.78939
Al -0.85119 -3.20504 0.02351
O -0.62769 -5.01265 -0.30455
N 0.65753 -5.41495 -0.48248
O 1.13512 -5.93208 0.47169
P -3.10614 -2.67936 -0.36988
C -3.75746 -1.66401 1.07222
C -4.10907 -4.24257 -0.32778
C -5.48269 -3.99862 -0.98214
S -0.26717 -2.83766 2.26797
O -0.46782 -1.46733 2.68814
O 1.02169 -3.36449 2.61972
F -1.33853 -3.68066 3.14501
H -0.22823 0.25459 0.62873
H 1.44719 -0.01593 0.07566
H 0.45733 1.23556 -0.61291
H 0.07166 -0.33175 -2.33218
H -1.19181 -0.68580 -1.21065
H 0.25109 -2.64486 -2.14672
H 2.41828 -1.43843 -1.09297
H 2.26563 -3.19138 -1.28949
H 2.00426 -2.47525 0.27589
H -4.63875 -2.14292 1.49095
H -3.96965 -0.65819 0.73442
H -3.00969 -1.64289 1.85800
H -3.57242 -5.05241 -0.81146
H -4.29868 -4.55771 0.69772
H -5.38656 -4.10500 -2.05807
H -5.81167 -2.98951 -0.75113
H -6.22697 -4.68635 -0.58811
C 1.76366 0.52077 4.51364
C 0.53675 1.29353 5.01284
C 0.54130 2.66357 4.31853
S 1.38046 2.41970 2.74605
O 2.60509 3.18946 2.75050
O 0.43121 2.53256 1.67248
C 1.77368 0.69340 3.00038
H 1.71953 -0.53146 4.78906
H 2.67270 0.94814 4.94635
H -0.36727 0.74559 4.74212
H 0.54183 1.40495 6.09712
H -0.46263 3.03124 4.12269
H 1.10449 3.40557 4.88201
H 2.73330 0.47287 2.53908
H 0.98663 0.10138 2.53080
C 1.09059 4.96747 -4.50555
C 2.57260 5.02211 -4.10911
C 2.77324 4.03645 -2.95063
S 1.52338 2.76059 -3.15580
O 0.61113 2.83722 -2.04692
O 2.15506 1.52365 -3.53237
C 0.73548 3.48635 -4.59038
H 0.90422 5.47677 -5.45049
H 0.48417 5.45080 -3.73671
H 3.18779 4.72218 -4.96015
H 2.87769 6.02815 -3.82374
H 3.75386 3.56872 -2.96737
H 2.60417 4.50574 -1.98354
H -0.33257 3.28746 -4.55041
H 1.17117 3.02181 -5.47452
*
```

Results
* HOMO: -4.47 eV

Atomic partial charges in e from the natural (NBO) method, atoms 1 to 5: -0.64 -0.40 -0.79 -0.62 1.35

---

[2]
Density functional theory data (ωB97M-V with the def2-TZVPD basis set) for a cluster of 2 separate species, C15H33N2O2P in total.

Structure (ORCA input):
```
! wB97M-V def2-TZVPD RIJCOSX def2/J DEFGRID3
* xyz 0 1
C 1.11684 -1.31216 3.99024
C 0.54105 -0.23418 3.04532
P 0.68005 1.40594 3.91129
C -0.89577 2.35761 3.53709
C -2.12456 1.57272 3.04730
C 1.95195 2.32784 2.87944
N 2.21961 1.83544 1.52216
C 3.29359 2.42977 3.71575
O 4.32992 2.29643 3.05346
O 3.10928 2.62933 4.92246
H 2.16554 -1.09279 4.21988
H 0.59684 -1.28026 4.95345
H 1.03738 -2.31698 3.55785
H 1.11756 -0.27787 2.10924
H -0.49184 -0.51797 2.80947
H -1.14635 2.81868 4.49929
H -0.70212 3.19169 2.84768
H -2.66465 1.10762 3.87864
H -1.86404 0.79416 2.32376
H -2.83625 2.24708 2.55126
H 1.58250 3.35518 2.75695
H 2.71396 0.95279 1.54713
H 1.35467 1.72239 1.00215
C 0.38256 -1.65952 -5.26423
C 0.18284 -2.62981 -4.10253
C -1.20090 -2.52680 -3.45712
C -1.58020 -1.22459 -2.76040
N -0.78518 -0.83750 -1.52846
C 0.47178 -0.07650 -1.91160
C 0.02863 1.36328 -2.03282
C -0.90588 1.51952 -0.83395
C -1.58945 0.15897 -0.68618
C -0.44472 -2.02676 -0.69988
H 0.25222 -0.61585 -4.96757
H 1.38468 -1.75393 -5.68028
H -0.33049 -1.86322 -6.06424
H 0.97780 -2.49785 -3.36488
H 0.29783 -3.65070 -4.46984
H -1.36572 -3.36616 -2.77957
H -1.94967 -2.64333 -4.24583
H -2.61521 -1.30144 -2.43239
H -1.51406 -0.37793 -3.44263
H 1.18071 -0.19931 -1.09244
H 0.88501 -0.50478 -2.81712
H -0.49712 1.53540 -2.97427
H 0.87623 2.04433 -1.99863
H -1.62655 2.32359 -0.96221
H -0.32735 1.73699 0.06329
H -2.61778 0.16245 -1.03460
H -1.56948 -0.19080 0.34302
H 0.22966 -2.67700 -1.24854
H -1.35934 -2.55694 -0.44287
H 0.04401 -1.67626 0.20752
*
```

Results
* HOMO: -6.19 eV
* energy relative to the best compared isomer or geometry (same formula, charge and spin): 60.4 kcal/mol

Atomic partial charges in e from the natural (NBO) method, atoms 1 to 5: -0.61 -0.74 0.80 -0.71 -0.60

---

| no. | gap between HOMO and LUMO (eV) |
| --- | --- |
| 1 | 6.582 |
| 2 | 5.546 |